{"formula": "C21H55BNO21P4", "method": "the ωB97M-V functional and the def2-TZVPD basis", "spin_multiplicity": 1, "charge": -1, "homo_lumo_gap_ev": 6.57, "species": ["P", "P", "P", "P", "O", "O", "O", "O", "O", "O", "O", "O", "O", "O", "O", "O", "O", "O", "O", "O", "O", "O", "O", "O", "O", "N", "C", "C", "C", "C", "C", "C", "C", "C", "C", "C", "C", "C", "C", "C", "C", "C", "C", "C", "C", "C", "C", "B", "H", "H", "H", "H", "H", "H", "H", "H", "H", "H", "H", "H", "H", "H", "H", "H", "H", "H", "H", "H", "H", "H", "H", "H", "H", "H", "H", "H", "H", "H", "H", "H", "H", "H", "H", "H", "H", "H", "H", "H", "H", "H", "H", "H", "H", "H", "H", "H", "H", "H", "H", "H", "H", "H", "H"], "positions_angstrom": [[-5.438, 4.149, -3.487], [-5.951, -3.540, -5.126], [2.921, -4.029, 8.023], [6.351, 5.171, -1.624], [3.021, -5.089, 9.076], [2.128, -4.465, 6.692], [-4.112, 3.241, -3.482], [6.457, 5.319, -0.137], [-6.112, 4.354, -2.166], [4.338, -3.519, 7.451], [1.382, 3.371, 1.151], [3.266, 1.659, 0.749], [7.738, 4.850, -2.375], [-1.536, 0.148, -2.178], [-6.359, 3.444, -4.605], [-6.525, -3.135, -6.576], [-5.229, -4.851, -5.087], [5.820, 6.485, -2.390], [1.137, -0.503, -0.851], [5.373, 4.015, -2.162], [-4.950, 5.497, -4.218], [-5.106, -2.243, -4.694], [-7.253, -3.453, -4.184], [-2.146, 1.613, -0.296], [2.188, -2.663, 8.448], [1.223, 1.904, -0.941], [2.204, -2.097, 2.353], [1.683, -2.532, 9.758], [-3.759, -2.398, -4.305], [-5.571, -2.874, -7.586], [-1.149, 0.776, -1.042], [0.385, 0.701, -0.466], [-3.655, 2.697, -2.263], [2.356, -5.775, 6.216], [-8.076, -4.599, -4.128], [-0.294, -3.191, 2.859], [0.761, -1.667, 0.018], [0.838, -2.068, 3.228], [4.488, 6.878, -2.128], [2.082, -2.287, 0.747], [8.886, 5.530, -1.911], [0.185, -0.529, 3.318], [4.680, 3.212, -1.232], [-5.815, 6.611, -4.143], [2.340, -3.865, 0.254], [5.178, -2.831, 8.355], [-6.742, 2.106, -4.360], [1.997, 2.303, 0.338], [2.867, -3.000, 2.764], [-5.582, 7.294, -4.964], [-3.132, -1.801, -4.973], [9.293, 5.001, -1.046], [2.169, -1.676, 10.236], [-5.960, 1.432, -4.720], [4.895, 3.476, -0.195], [3.105, 1.160, 1.626], [1.854, -3.418, 10.373], [-0.265, -0.357, 4.410], [1.473, -4.588, 0.553], [-7.667, 1.898, -4.905], [-3.635, 1.607, -2.353], [6.214, -2.934, 8.022], [-9.076, -4.300, -3.802], [4.391, 7.949, -2.320], [2.151, 3.821, 1.622], [-1.276, -2.651, 2.448], [-6.032, -3.051, -8.561], [4.911, -1.771, 8.364], [-0.711, -0.406, 2.575], [3.405, -6.062, 6.336], [-5.257, -1.829, -7.526], [-2.639, 3.054, -2.076], [2.470, -3.820, -0.931], [1.054, 0.255, 3.102], [2.826, -1.120, 2.641], [8.650, 6.562, -1.637], [-5.654, 7.130, -3.195], [3.607, 3.324, -1.407], [-3.641, -2.025, -3.284], [-7.664, -5.305, -3.403], [-4.698, -3.525, -7.485], [0.607, -2.342, 9.705], [-0.625, -3.834, 3.808], [3.399, -4.169, 0.679], [9.636, 5.538, -2.706], [2.098, -5.815, 5.155], [-8.154, -5.078, -5.109], [4.214, 6.680, -1.088], [0.380, -2.496, -0.753], [3.812, 6.335, -2.794], [0.318, 0.717, 0.703], [-0.149, -1.428, 0.706], [-6.914, 1.931, -3.294], [1.926, 1.484, -1.618], [4.957, 2.166, -1.394], [1.158, -2.298, 4.357], [-6.862, 6.304, -4.225], [-3.419, -3.435, -4.342], [-4.285, 2.965, -1.413], [1.717, -6.473, 6.762], [3.011, -1.700, 0.275], [5.090, -3.239, 9.366], [0.011, -3.967, 2.040]], "forces_ev_per_angstrom": [[0.687, -0.594, 1.144], [0.626, -0.408, 0.387], [-0.073, -0.781, 0.197], [-0.063, -0.109, 0.731], [-0.161, 1.529, -1.242], [0.628, 1.292, 1.179], [-2.258, 1.790, -1.298], [-0.174, -0.223, -1.948], [0.670, -0.133, -1.801], [-1.152, -0.632, -0.242], [3.341, -1.396, -0.945], [-2.563, -0.039, 1.351], [-1.575, 0.017, 0.033], [2.745, 2.566, 5.462], [0.373, 1.161, 0.128], [-0.403, -0.361, 1.137], [-0.934, 1.704, -0.109], [1.171, -0.824, 0.176], [-1.660, -0.156, 2.186], [1.269, 1.479, 0.006], [-0.074, -1.225, 0.047], [-1.648, -1.259, -0.698], [1.125, 0.658, -0.886], [5.975, -4.379, -2.910], [0.750, -1.147, -0.763], [1.705, -1.382, 1.702], [0.474, -0.531, 0.668], [-0.569, 0.341, 0.953], [1.447, 0.201, 0.642], [0.518, 0.218, -0.506], [-6.117, 1.247, -1.610], [-0.237, 0.189, 0.309], [1.014, -0.927, 1.465], [0.104, -0.951, -0.300], [-0.430, -0.729, 0.084], [-1.022, -0.088, -0.079], [-0.203, -1.086, -1.468], [-0.086, 0.383, 1.419], [-0.839, 0.179, 0.095], [0.965, 0.169, -0.768], [0.699, 0.372, 0.362], [0.033, -0.605, 0.300], [-0.590, -0.954, 0.674], [-0.414, 0.552, 0.129], [0.623, 1.331, -0.414], [0.437, 0.427, 0.459], [-0.098, -0.736, 0.119], [-1.080, 0.521, 0.077], [-1.366, 1.861, -0.884], [0.080, -0.204, 0.043], [-0.119, -0.007, 0.144], [-0.024, 0.166, -0.015], [-0.053, -0.062, -0.097], [-0.059, 0.009, 0.109], [0.100, 0.040, -0.209], [0.438, 1.354, -2.026], [0.059, -0.009, -0.209], [1.115, -0.294, -2.400], [1.800, 1.287, -0.537], [0.124, 0.170, 0.044], [0.179, 0.288, 0.014], [-0.231, -0.067, -0.039], [0.208, 0.131, -0.057], [0.157, -0.183, 0.018], [-1.581, -0.972, -0.524], [2.120, -1.205, 0.907], [-0.039, -0.023, 0.227], [0.032, -0.068, 0.039], [1.845, -0.017, 1.261], [-0.147, -0.045, -0.031], [0.032, -0.093, -0.010], [-0.282, -0.195, -0.055], [-0.505, -0.258, 2.569], [-2.081, -1.532, 0.505], [-1.375, -1.986, -0.752], [0.107, -0.116, 0.013], [-0.154, -0.032, -0.057], [0.111, 0.035, -0.102], [0.028, 0.052, -0.197], [-0.057, -0.032, -0.152], [-0.056, 0.026, -0.037], [0.135, -0.004, -0.029], [0.794, 1.542, -1.983], [-2.320, 0.261, -0.679], [-0.241, -0.076, 0.008], [0.015, 0.206, 0.176], [-0.025, -0.024, 0.150], [0.003, 0.051, -0.065], [0.696, 1.747, 1.701], [0.015, 0.040, 0.106], [-0.156, 0.116, -1.978], [1.884, -0.257, -1.140], [0.005, -0.012, -0.078], [-1.284, 0.471, 0.985], [-0.071, 0.167, 0.038], [-0.482, 0.449, -2.493], [0.080, 0.122, 0.049], [-0.230, 0.040, -0.061], [0.048, 0.075, -0.210], [0.160, -0.006, -0.038], [-2.120, -1.175, 0.955], [0.049, 0.002, -0.053], [-0.314, 1.575, 1.503]]}

***

{"formula": "C40H79F4N2O7", "method": "the ωB97M-V functional and the def2-TZVPD basis", "spin_multiplicity": 1, "charge": 1, "homo_lumo_gap_ev": 6.86, "species": ["F", "F", "F", "F", "O", "O", "O", "O", "O", "O", "O", "N", "N", "C", "C", "C", "C", "C", "C", "C", "C", "C", "C", "C", "C", "C", "C", "C", "C", "C", "C", "C", "C", "C", "C", "C", "C", "C", "C", "C", "C", "C", "C", "C", "C", "C", "C", "C", "C", "C", "C", "C", "C", "H", "H", "H", "H", "H", "H", "H", "H", "H", "H", "H", "H", "H", "H", "H", "H", "H", "H", "H", "H", "H", "H", "H", "H", "H", "H", "H", "H", "H", "H", "H", "H", "H", "H", "H", "H", "H", "H", "H", "H", "H", "H", "H", "H", "H", "H", "H", "H", "H", "H", "H", "H", "H", "H", "H", "H", "H", "H", "H", "H", "H", "H", "H", "H", "H", "H", "H", "H", "H", "H", "H", "H", "H", "H", "H", "H", "H", "H", "H"], "positions_angstrom": [[0.215, 1.846, 1.756], [0.377, -0.534, 1.720], [1.009, -0.378, -0.890], [-0.970, 1.029, -1.479], [1.332, 4.654, -4.019], [-0.369, -4.596, 5.497], [-5.020, -4.901, 7.208], [-6.295, 0.078, 5.079], [6.433, 0.693, -5.959], [8.349, 6.127, -3.533], [-3.669, 2.720, -4.764], [-4.157, 1.343, 2.269], [-3.024, -0.273, 0.754], [-0.580, -2.253, 4.768], [-6.072, -0.805, 3.886], [6.665, 4.438, -4.152], [-2.883, -1.415, -0.229], [5.553, -0.364, -6.334], [1.642, 5.031, -2.679], [-6.969, -6.391, 6.976], [10.283, 4.805, -4.290], [-3.440, -3.783, 1.329], [-4.482, 3.891, -4.737], [-1.182, -3.425, 5.524], [0.138, 0.791, -0.526], [-0.844, -3.308, 0.138], [7.564, 0.327, -5.171], [-2.852, -5.206, 1.894], [8.485, -0.667, -5.860], [2.351, 3.962, -4.736], [-2.694, 1.731, 2.295], [-5.556, -3.812, 6.460], [-3.880, 5.063, -5.493], [0.935, -4.084, 7.524], [-6.746, -0.130, 2.553], [9.368, 5.209, -3.146], [-5.881, -0.400, 1.155], [4.941, -1.091, -5.149], [-0.749, -7.084, 2.240], [7.445, 5.683, -4.542], [2.761, 2.649, -4.089], [-0.237, -4.737, 0.719], [-2.394, -2.839, 0.431], [-6.337, -2.823, 7.309], [2.842, 5.957, -2.574], [-4.349, 0.164, 1.340], [-1.271, -5.665, 1.603], [-0.316, 0.624, 1.042], [0.938, -4.473, 6.055], [-5.961, -5.722, 7.897], [-1.937, 0.626, 1.299], [-2.365, 3.232, -2.737], [-2.362, 2.843, -4.206], [-5.704, -2.422, 8.109], [-4.703, -3.293, 6.007], [-1.762, 3.540, -4.798], [-6.862, 1.030, 2.769], [7.977, 5.535, -5.487], [9.740, 4.292, -5.087], [4.394, -0.389, -4.510], [-6.450, 0.220, 0.320], [0.760, 5.550, -2.286], [3.180, 2.798, -3.092], [-2.208, -1.190, -1.159], [3.216, 4.614, -4.886], [-4.561, 5.920, -5.472], [-6.565, -1.862, 4.094], [-4.911, -0.970, 3.827], [11.067, 4.131, -3.930], [-4.523, -3.364, 1.476], [-5.436, 3.621, -5.205], [-2.182, 2.594, 2.911], [6.066, -1.061, -7.005], [0.857, 1.740, -0.605], [0.373, -1.935, 5.197], [-2.933, 2.501, -2.148], [-4.714, 4.165, -3.702], [-5.375, 0.368, 5.371], [7.980, -1.612, -6.072], [10.756, 5.688, -4.732], [1.538, -3.776, 5.463], [4.748, 0.092, -6.923], [0.416, -7.221, 2.062], [1.415, -5.453, 5.953], [3.012, 6.243, -1.532], [9.967, 5.710, -2.376], [3.519, 2.144, -4.697], [9.352, -0.886, -5.228], [-1.261, -1.396, 4.789], [3.755, 5.487, -2.946], [1.775, 4.139, -2.058], [1.959, -4.039, 7.910], [-6.464, -5.145, 8.679], [7.240, -0.047, -4.195], [1.947, 3.752, -5.731], [2.677, 6.864, -3.165], [1.893, 1.986, -3.984], [-2.136, -3.694, 5.056], [-1.341, 3.277, -2.352], [8.123, 1.248, -4.979], [0.474, -3.107, 7.686], [-7.580, -5.662, 6.441], [-1.885, 1.863, -4.308], [-5.929, -1.528, 0.832], [6.101, 4.614, -3.227], [-6.692, -1.991, 6.693], [-2.927, 5.381, -5.065], [5.963, 4.163, -4.946], [0.874, -4.997, 0.457], [8.923, 4.331, -2.666], [-3.978, -1.614, -0.660], [-0.156, -2.628, -0.521], [-7.643, -7.034, 7.551], [8.838, -0.263, -6.817], [-3.694, 4.789, -6.537], [-6.454, -7.002, 6.224], [-7.856, -0.546, 2.436], [-1.414, -3.151, 6.559], [-5.385, -6.498, 8.409], [-6.163, -4.187, 5.630], [4.247, -1.864, -5.494], [7.322, 3.584, -3.976], [-1.318, -7.943, 1.685], [5.700, -1.574, -4.529], [-3.568, -5.911, 2.510], [0.367, -4.815, 8.113], [-7.206, -3.285, 7.781], [-1.030, -7.054, 3.397], [6.738, 6.501, -4.712], [-4.845, 1.893, 2.827], [-0.394, -2.527, 3.724], [-2.826, 4.209, -2.575]], "forces_ev_per_angstrom": [[-1.733, -3.577, -2.166], [-2.414, 3.727, -2.407], [-3.217, 3.149, 0.726], [3.059, -1.595, 3.085], [-0.201, -0.008, 0.100], [-0.135, -0.028, -0.144], [0.138, 0.134, -0.173], [2.002, -0.593, -1.379], [-0.086, 0.127, 0.005], [-0.051, 0.069, 0.041], [-0.031, -0.173, 0.077], [4.996, -2.338, -3.019], [-1.615, 4.043, 3.354], [0.186, -0.019, -0.142], [0.131, -0.399, 0.447], [-0.054, -0.082, 0.109], [-1.008, -2.796, -0.889], [0.052, 0.057, 0.059], [0.017, 0.146, -0.244], [0.006, -0.035, -0.158], [0.029, 0.028, -0.152], [4.843, -1.181, -1.130], [0.067, 0.016, -0.135], [0.097, -0.108, 0.006], [2.113, 0.290, -1.126], [-2.510, -2.312, 2.104], [0.021, -0.065, -0.153], [1.822, 2.947, -2.166], [0.032, -0.040, -0.158], [-0.001, -0.087, 0.048], [0.206, -4.688, -3.407], [0.026, -0.136, 0.301], [0.129, 0.038, -0.079], [-0.111, -0.025, 0.125], [0.005, 0.022, 0.449], [0.002, 0.080, -0.090], [-0.429, 0.477, 0.128], [0.001, -0.020, 0.161], [-0.496, 0.987, -0.282], [0.040, -0.034, 0.156], [-0.050, -0.094, 0.098], [-5.052, 1.865, 0.723], [1.776, -2.726, 1.225], [-0.075, 0.036, 0.108], [0.112, 0.059, -0.064], [1.996, 1.632, 0.992], [-0.350, 2.608, -1.246], [0.241, -0.112, 1.998], [-0.059, 0.009, 0.146], [-0.066, -0.067, -0.080], [-3.583, 2.599, 2.905], [-0.103, 0.149, 0.132], [-0.107, 0.070, -0.039], [-0.056, -0.043, -0.137], [0.065, -0.249, 0.142], [0.027, 0.068, 0.108], [0.289, -2.389, -0.587], [0.003, -0.101, -0.018], [0.043, -0.062, 0.072], [0.032, -0.069, -0.099], [1.553, -1.219, 1.549], [0.020, -0.139, -0.272], [0.120, 0.009, -0.050], [-1.177, 0.116, 2.130], [0.064, -0.031, 0.069], [0.063, -0.119, -0.008], [0.975, 2.261, -0.368], [-2.203, 0.213, -0.387], [-0.085, 0.092, -0.021], [2.247, -1.228, -0.138], [0.259, -0.187, 0.082], [-1.445, -2.018, -1.421], [-0.003, -0.058, 0.070], [-1.777, -2.198, 0.130], [-0.103, 0.063, 0.033], [0.090, 0.074, -0.096], [0.052, 0.080, 0.035], [-1.947, -0.623, -0.418], [0.048, -0.006, 0.086], [-0.045, -0.119, 0.104], [0.014, 0.089, 0.021], [0.271, 0.127, 0.102], [-2.602, 0.422, 0.502], [-0.261, 0.061, -0.126], [-0.031, -0.022, -0.118], [-0.281, 0.089, -0.149], [-0.099, 0.074, 0.068], [-0.119, 0.065, -0.088], [0.018, -0.051, 0.009], [-0.035, -0.007, 0.108], [0.128, -0.074, 0.053], [-0.145, -0.037, -0.072], [-0.075, 0.026, -0.030], [-0.005, -0.095, 0.025], [-0.136, 0.176, 0.198], [-0.023, -0.131, 0.116], [0.103, 0.077, -0.091], [0.225, -0.210, 0.055], [-0.159, 0.022, -0.129], [-0.254, 0.019, -0.129], [0.096, 0.017, -0.005], [-0.068, -0.021, 0.082], [-0.236, 0.041, -0.127], [0.445, 2.278, 0.762], [0.076, 0.011, -0.142], [0.047, -0.047, 0.077], [-0.089, 0.050, 0.028], [0.098, 0.026, 0.081], [-2.495, 0.317, 0.758], [0.002, -0.072, -0.061], [2.409, 0.670, 0.977], [-1.493, -1.387, 1.418], [0.130, 0.086, -0.078], [-0.037, -0.041, 0.209], [-0.078, 0.033, 0.149], [-0.078, 0.063, 0.178], [2.551, 0.887, 0.000], [0.048, 0.055, 0.012], [0.130, 0.248, -0.144], [-0.125, -0.014, -0.013], [0.072, 0.100, 0.018], [-0.054, -0.014, -0.098], [1.081, 1.555, 1.210], [-0.051, -0.053, -0.085], [1.750, 1.558, -1.373], [0.145, 0.107, -0.121], [0.015, 0.045, -0.104], [0.791, -0.248, -2.564], [0.236, 0.045, 0.163], [0.434, -1.100, -0.949], [-0.079, 0.013, 0.084], [0.081, 0.021, -0.037]]}